{"formula": "Cl5NP2", "method": "ωB97M-V/def2-TZVPD", "elements": ["Cl", "P", "Cl", "Cl", "N", "P", "Cl", "Cl"], "coordinates": [[1.5692, -0.2479, -0.9392], [1.2555, 1.5126, -0.0166], [0.5810, 2.5772, -1.5790], [3.0780, 2.2701, -0.0215], [-0.6598, -2.4511, -0.1426], [-0.6884, -1.1257, 0.5156], [0.1634, -0.4932, 2.2104], [-1.7432, 0.6589, -0.1122]], "forces_ev_per_a": [[0.5412, -0.7545, -0.5777], [-0.6853, 0.7709, 0.4572], [-0.5766, 0.5774, -0.7868], [1.7019, 0.4292, 0.3196], [-0.2340, 0.0563, 0.2462], [-1.2046, 0.7983, -0.5042], [-0.2329, -0.2202, 0.1535], [0.6904, -1.6575, 0.6922]], "nbo_charge": [-0.2447, 0.7828, -0.2664, -0.2468, -0.9265, 1.3346, -0.1770, -0.2559], "energy_ev": -82680.1720, "smiles": "ClP(Cl)Cl.N#P(Cl)Cl", "relative_energy_kj_mol": 316.9, "e_homo_ev": -10.251, "orbital_gap_ev": 8.6}



{"formula": "C38H31MnO2P2S3", "method": "ωB97M-V/def2-TZVPD", "elements": ["Mn", "O", "S", "C", "C", "C", "C", "C", "C", "P", "C", "C", "C", "C", "C", "C", "C", "C", "C", "C", "C", "C", "C", "C", "C", "C", "C", "C", "P", "C", "C", "C", "C", "C", "C", "C", "C", "C", "C", "C", "C", "H", "H", "H", "H", "H", "H", "H", "H", "H", "H", "H", "H", "H", "H", "H", "H", "H", "H", "H", "H", "H", "H", "H", "H", "H", "H", "H", "H", "C", "O", "C", "S", "S", "H", "H", "H"], "coordinates": [[-0.0702, -0.1623, -0.2991], [0.6082, -2.8520, 1.3010], [0.1476, -1.4821, 1.4543], [-1.3265, -1.4802, 2.4686], [-1.3912, -2.1625, 3.6692], [-2.5933, -2.1565, 4.3643], [-3.7052, -1.5070, 3.8444], [-3.6473, -0.8864, 2.6032], [-2.4482, -0.8785, 1.9006], [-2.2675, -0.3209, 0.1908], [-3.4411, 0.9781, -0.2231], [-3.7974, 1.9681, 0.6910], [-4.5978, 3.0195, 0.2771], [-5.0231, 3.1009, -1.0423], [-4.6623, 2.1184, -1.9548], [-3.8672, 1.0594, -1.5513], [-2.6524, -1.7479, -0.8452], [-1.7880, -1.9586, -1.9234], [-2.0222, -2.9891, -2.8167], [-3.1235, -3.8126, -2.6249], [-3.9707, -3.6222, -1.5400], [-3.7403, -2.5885, -0.6454], [1.4374, -0.5714, 2.3278], [1.5027, -0.3991, 3.6951], [2.6252, 0.2203, 4.2318], [3.6459, 0.6671, 3.4071], [3.5579, 0.5118, 2.0286], [2.4540, -0.1214, 1.4775], [2.1926, -0.4725, -0.2917], [2.5651, 0.9482, -1.3529], [1.5018, 1.3717, -2.1540], [1.6542, 2.4321, -3.0286], [2.8871, 3.0657, -3.1152], [3.9524, 2.6425, -2.3307], [3.7959, 1.5847, -1.4483], [3.3411, -1.7902, -0.7388], [4.4109, -2.1672, 0.0680], [5.2721, -3.1604, -0.3733], [5.0607, -3.7813, -1.5950], [3.9794, -3.4205, -2.3884], [3.1181, -2.4263, -1.9618], [-0.5314, -2.7008, 4.0482], [-2.6616, -2.6685, 5.3145], [-4.6332, -1.5055, 4.4002], [-4.5302, -0.4263, 2.1765], [-3.4588, 1.9207, 1.7192], [-4.8873, 3.7798, 0.9903], [-5.6355, 3.9333, -1.3618], [-5.0076, 2.1755, -2.9782], [-3.5854, 0.2907, -2.2598], [-0.9313, -1.2881, -2.0807], [-1.3649, -3.1499, -3.6606], [-3.3221, -4.6116, -3.3261], [-4.8146, -4.2820, -1.3901], [-4.3987, -2.4379, 0.2010], [0.6978, -0.7252, 4.3398], [2.6957, 0.3554, 5.3025], [4.5179, 1.1431, 3.8345], [4.3374, 0.8931, 1.3834], [0.5306, 0.8517, -2.1355], [0.8277, 2.7542, -3.6480], [3.0180, 3.8814, -3.8132], [4.9151, 3.1284, -2.4161], [4.6323, 1.2480, -0.8495], [4.5733, -1.7076, 1.0320], [6.1070, -3.4594, 0.2461], [5.7338, -4.5598, -1.9282], [3.8061, -3.9198, -3.3320], [2.2668, -2.1394, -2.5700], [-0.1024, 5.5646, -0.5723], [-0.4192, 4.1808, -0.3199], [0.4449, 3.4080, 0.2752], [1.9493, 3.7489, 0.8185], [-0.2155, 1.8493, 0.7165], [-0.6604, 5.8448, -1.4599], [0.9651, 5.6969, -0.7269], [-0.4337, 6.1620, 0.2748]], "forces_ev_per_a": [[-0.0363, 2.4117, 0.0267], [-0.0518, -0.3070, -0.4152], [0.0784, 0.3248, 1.2483], [0.1410, 0.2186, -0.3429], [0.0559, -0.0867, 0.0790], [0.0427, -0.0222, 0.0119], [-0.0364, -0.0017, -0.0049], [-0.0130, 0.0250, -0.0482], [0.0752, 0.1954, 0.0224], [-0.7124, -0.3722, -0.1205], [0.1154, -0.0184, -0.0680], [0.0152, -0.0761, 0.0377], [-0.0025, 0.0580, 0.0800], [0.0253, -0.0329, -0.0277], [-0.0385, 0.0641, -0.0025], [-0.0012, -0.1010, 0.1308], [0.1652, 0.1966, -0.0302], [-0.0946, 0.0490, 0.3451], [0.0985, -0.0805, -0.1218], [0.0278, 0.0231, 0.0016], [-0.0283, 0.0149, 0.0758], [0.0201, -0.0542, -0.0223], [-0.1487, -0.1025, -0.1825], [-0.1386, -0.0344, 0.0476], [0.0193, 0.0209, 0.0286], [0.0218, 0.0323, -0.0185], [-0.1363, -0.0096, -0.0648], [0.0215, -0.1301, -0.1578], [1.1981, -0.0781, 0.0254], [-0.2329, -0.2079, 0.0855], [0.1831, -0.0839, 0.1807], [-0.1157, 0.0934, -0.0891], [-0.0622, -0.0312, 0.0093], [0.0610, -0.0168, 0.0271], [0.0001, 0.0029, 0.0223], [-0.3425, -0.0576, -0.0822], [-0.0813, 0.0172, -0.0708], [0.0581, -0.0555, 0.0195], [-0.0040, -0.0178, 0.0030], [-0.0393, 0.0023, -0.0379], [0.0158, 0.0752, 0.0780], [-0.0143, 0.0107, 0.0041], [-0.0036, 0.0085, -0.0001], [-0.0027, -0.0110, -0.0125], [-0.0010, 0.0043, 0.0375], [0.0231, 0.0144, -0.0115], [-0.0075, 0.0060, -0.0181], [-0.0318, -0.0181, 0.0183], [0.0249, -0.0015, -0.0047], [-0.0467, 0.0009, -0.0428], [0.0194, -0.0007, -0.1700], [0.0132, 0.0047, 0.0208], [0.0170, -0.0099, 0.0056], [-0.0047, 0.0081, -0.0264], [-0.0317, -0.0151, -0.0182], [0.0488, 0.0173, 0.0038], [0.0070, 0.0073, -0.0028], [-0.0273, 0.0296, 0.0171], [0.0655, -0.0135, 0.0618], [-0.0173, 0.0039, -0.1098], [0.0138, -0.0065, -0.0128], [0.0193, 0.0156, 0.0158], [-0.0120, 0.0192, -0.0028], [0.0344, -0.0031, -0.0501], [0.0024, 0.0188, 0.0340], [-0.0022, 0.0153, 0.0010], [0.0063, 0.0065, 0.0116], [0.0096, 0.0126, -0.0021], [0.0334, -0.0305, -0.0667], [0.1168, 0.3023, -0.0425], [-0.2803, -0.2884, -0.2004], [1.1198, 0.6060, -0.2654], [-0.5165, -0.1459, -0.1424], [-0.7094, -2.1959, 0.2388], [-0.0371, -0.0885, 0.0093], [0.0018, -0.0548, -0.0132], [0.0465, -0.0760, 0.0574]], "mulliken_charge": [-0.0333, -0.7513, 1.4198, -0.5132, -0.4625, -0.8496, -0.7847, -0.4663, 0.3898, 1.3883, 0.9476, -0.1606, -0.8820, -0.5806, -0.8441, -0.6248, 0.5225, 0.3413, -1.1314, -0.6024, -0.7522, -0.5561, 0.7070, -0.7619, -1.0332, -0.8004, -0.3414, 0.0268, 1.1889, 0.8587, -0.8264, -1.1347, -0.6086, -0.8107, -0.5303, 0.9826, -0.3154, -0.7397, -0.5188, -0.7476, -0.5874, 0.7247, 0.4570, 0.4726, 0.5723, 0.4760, 0.4688, 0.4395, 0.4657, 0.4201, 0.0947, 0.4812, 0.4287, 0.4604, 0.4791, 0.5546, 0.4594, 0.4840, 0.3485, 0.8148, 0.5332, 0.4548, 0.4690, 0.4425, 0.3592, 0.4270, 0.4161, 0.4263, 0.3728, -0.7588, -0.2543, 0.2504, -0.1082, -0.1100, 0.2640, 0.3793, 0.3132], "charge": 2, "energy_ev": -126390.2825, "relative_energy_kj_mol": 0.0, "e_homo_ev": [-13.633, -13.701], "orbital_gap_ev": [5.9, 6.2]}



{"formula": "C8H10ClNO3", "method": "ωB97M-V/def2-TZVPD", "elements": ["C", "C", "C", "C", "C", "C", "C", "C", "N", "O", "O", "O", "Cl", "H", "H", "H", "H", "H", "H", "H", "H", "H", "H"], "coordinates": [[-2.2089, 2.2180, 0.2209], [-2.0500, 1.0386, 0.0387], [-2.2658, 3.6667, 0.0398], [1.3742, 0.2553, 0.7105], [0.8651, 0.0534, -0.6529], [0.0907, -1.2502, -0.8566], [-1.0832, -1.5930, 0.2168], [-2.3719, -0.8616, -0.0612], [-3.3878, -0.6993, 0.9838], [-2.0609, 4.2564, -0.9694], [-3.0261, -0.6260, 2.1251], [-4.5069, -0.6138, 0.5579], [-2.9708, -1.1854, -1.6525], [-2.2870, 4.0838, 1.1276], [0.6765, 0.4138, 1.5783], [2.0276, 1.0970, 0.8008], [2.0113, -0.6729, 0.8594], [1.8493, 0.0659, -1.2195], [0.3469, 0.8318, -1.1094], [0.9774, -2.0290, -0.5913], [-0.2984, -1.4540, -1.8095], [-0.6896, -1.5092, 1.2230], [-1.2766, -2.6245, 0.0788]], "forces_ev_per_a": [[-0.0915, 0.0221, -1.6343], [-0.6236, -4.1423, -0.2685], [1.0930, -0.6277, 3.5854], [0.3196, -1.0880, 2.4265], [0.8833, -0.6300, -1.7122], [2.1805, -1.9670, 3.6396], [1.5294, 0.9796, -1.0111], [3.0096, 4.8255, -0.6465], [-1.1012, -0.8142, -0.1283], [-0.3670, 0.4427, -0.6292], [0.3147, -0.1717, 0.5331], [-0.9685, 0.0693, 0.4414], [-0.2340, -0.0131, 0.3445], [-0.4265, 0.5690, -1.7227], [0.2037, -0.5901, -0.9803], [0.5798, 0.5593, -0.2867], [-0.6339, 1.0383, 0.6299], [-1.2766, -0.6140, -0.0764], [-1.1116, 1.7944, -0.2775], [-2.3956, 1.0496, -0.7828], [-0.1389, -0.0179, -1.4032], [-0.3353, 0.5400, 0.1815], [-0.4092, -1.2137, -0.2222]], "nbo_charge": [-0.2089, 0.0347, 0.3912, -0.6118, -0.4216, -0.3571, -0.4872, 0.1309, 0.4863, -0.4622, -0.3441, -0.3372, 0.1033, 0.1165, 0.2092, 0.2210, 0.1971, 0.2123, 0.2142, 0.2019, 0.2181, 0.2582, 0.2350], "energy_ev": -28604.8496, "relative_energy_kj_mol": 208.8, "e_homo_ev": -10.569, "orbital_gap_ev": 9.6}



{"formula": "C4H10NO5P", "method": "ωB97M-V/def2-TZVPD", "elements": ["C", "C", "C", "O", "O", "C", "O", "O", "P", "N", "O", "H", "H", "H", "H", "H", "H", "H", "H", "H", "H"], "coordinates": [[-1.0842, -2.2656, 0.3803], [-1.8048, -1.1098, -0.4742], [-2.3284, 0.1327, 0.3967], [-1.3184, 0.6571, 1.3298], [-0.2802, 1.1682, 0.6007], [0.9223, 0.6879, 1.2159], [1.1115, 1.0281, 2.4165], [1.8800, -0.1724, 0.6051], [2.4422, 0.4095, -0.9207], [3.2349, 2.0063, -0.7240], [1.1227, 0.7767, -1.9820], [-1.8572, -2.7647, 1.0768], [-0.6652, -3.0213, -0.3817], [-0.2210, -1.8727, 1.0378], [-1.0642, -0.7032, -1.2660], [-2.7030, -1.5204, -1.0656], [-3.2956, -0.1210, 0.9437], [-2.5541, 0.9970, -0.3372], [3.5309, 2.0602, 0.2724], [4.0778, 1.9095, -1.3284], [0.8538, 1.7178, -1.7960]], "forces_ev_per_a": [[-0.4330, 0.1782, -0.2427], [0.4753, 0.4229, -0.0120], [0.2547, 0.1018, -2.0065], [-3.0192, -1.4625, 1.3471], [3.6491, -0.5528, -1.9360], [0.6152, 0.9546, 6.2586], [-0.5855, -1.5364, -5.2203], [-2.7150, 3.7563, -1.0615], [0.5848, -1.1196, -2.7018], [-0.8283, -1.4777, 0.9494], [1.4468, 1.2825, 2.6698], [1.3027, 0.6259, -1.1263], [-0.6378, 1.0057, 1.4211], [-1.4118, -0.5560, -1.1696], [-1.1446, -0.6412, 1.3403], [1.3018, 0.5207, 0.9985], [1.7101, 0.4630, -0.1152], [0.1585, -1.3182, 1.1343], [-0.0199, 0.2582, -0.9239], [-0.7547, 0.1587, 0.7683], [0.0507, -1.0642, -0.3717]], "nbo_charge": [-0.6292, -0.4464, -0.0991, -0.2450, -0.2966, 0.9311, -0.5205, -0.7423, 1.4031, -1.1676, -0.9653, 0.2099, 0.2214, 0.2160, 0.2255, 0.2155, 0.2136, 0.1866, 0.3968, 0.3997, 0.4929], "energy_ev": -25322.9079, "smiles": "CCCOOC(=O)OP(N)O", "relative_energy_kj_mol": 596.6, "e_homo_ev": -9.374, "orbital_gap_ev": 9.7}